# 1
# C19H17LaN6O2STe

C19H17LaN6O2STe as an isolated structure at a distorted geometry (ωB97M-V with the def2-TZVPD basis set, the OMol25 dataset).

Geometry as XYZ:
```
47
Properties=species:S:1:pos:R:3:lowdin_charge:R:1
La 1.166 -0.647 -0.156 1.968
S -2.765 6.107 -1.828 1.095
N -2.963 4.596 -2.471 -0.184
C -2.063 3.799 -1.866 -0.291
C -1.693 2.477 -2.270 -0.069
C -2.402 1.767 -3.204 0.023
C -2.033 0.489 -3.490 0.001
C -1.027 -0.172 -2.750 -0.095
N -0.460 0.403 -1.705 -0.084
C -0.706 1.758 -1.495 -0.109
C 0.003 2.470 -0.443 -0.105
N 1.058 1.824 0.272 -0.076
C 1.622 2.474 1.308 -0.127
C 1.392 3.800 1.617 0.003
C 0.413 4.496 0.913 0.066
C -0.241 3.842 -0.149 -0.084
C -1.273 4.498 -0.890 -0.273
N -1.518 5.860 -0.815 -0.201
H -3.241 2.191 -3.750 0.146
H -2.661 -0.110 -4.201 0.148
H -0.620 -1.085 -3.054 0.105
H 2.299 1.893 1.983 0.128
H 1.978 4.279 2.408 0.137
H 0.056 5.490 1.163 0.135
C 3.247 -4.122 -0.030 -0.478
Te 3.978 -2.390 -0.989 1.106
C 4.022 -3.475 -2.894 -0.368
H 2.783 -3.840 0.919 -0.005
H 4.099 -4.783 0.180 0.026
H 2.453 -4.656 -0.573 0.029
H 3.809 -4.565 -2.720 0.043
H 4.989 -3.286 -3.343 0.004
H 3.216 -3.150 -3.543 -0.004
C -2.225 -3.676 2.052 0.020
N -1.516 -2.432 2.409 -0.060
C -1.767 -1.801 3.646 0.014
C -0.875 -0.870 4.084 0.054
C 0.176 -0.353 3.204 -0.510
O 0.877 0.622 3.468 0.044
N 0.286 -0.956 2.004 -0.057
C -0.621 -1.903 1.557 -0.504
O -0.475 -2.293 0.322 -0.225
H -1.809 -4.486 2.707 0.119
H -1.972 -3.919 0.985 0.107
H -3.297 -3.538 2.277 0.106
H -2.770 -2.045 4.018 0.149
H -0.929 -0.575 5.134 0.133
```

Properties
Kohn-Sham gap	7.727	eV
multiplicity	1
charge	+2
LUMO	-6.789	eV
molecular weight	659.958	g mol⁻¹
highest occupied orbital energy	-14.516	eV

=====

# 2
# C6H8

One molecule with the formula C6H8 (ωB97M-V with the def2-TZVPD basis set, the OMol25 dataset).

Geometry as XYZ:
```
14
Properties=species:S:1:pos:R:3:nbo_charge:R:1
C -1.323 0.907 0.472 -0.592
C -0.342 0.209 -0.481 -0.307
C 1.123 0.649 -0.277 -0.572
C 1.931 -0.479 0.300 0.074
C 1.003 -1.603 0.247 -0.394
C -0.233 -1.252 -0.180 -0.003
H -2.324 0.467 0.415 0.210
H -1.406 1.971 0.228 0.216
H -0.693 0.357 -1.513 0.224
H 1.231 1.562 0.322 0.244
H 1.617 0.883 -1.234 0.264
H -0.971 0.820 1.507 0.212
H 1.274 -2.613 0.545 0.215
H -1.083 -1.927 -0.280 0.207
```

Properties
energy above the lowest of the compared OMol25 structures with the same formula, charge and spin	2.7134	eV
Kohn-Sham gap	7.767	eV
multiplicity	1
LUMO	-0.318	eV
molecular weight	80.130	g mol⁻¹
highest occupied orbital energy	-8.085	eV

=====

# 3
# C5H5F3NP

One molecule with the formula C5H5F3NP at a distorted geometry (ωB97M-V with the def2-TZVPD basis set, the OMol25 dataset).

Geometry as XYZ:
```
15
Properties=species:S:1:pos:R:3:nbo_charge:R:1
C 1.095 1.124 -0.203 -0.065
C 0.485 -0.089 -0.137 -0.282
C 3.203 0.287 -0.233 0.180
C -1.005 -0.212 -0.243 -0.648
C 4.636 0.071 -0.003 0.887
N 2.450 1.272 -0.160 -0.389
F 4.838 -0.429 1.233 -0.314
F 5.140 -0.826 -0.868 -0.311
F 5.414 1.162 -0.103 -0.307
P 1.494 -1.600 -0.130 0.371
H 0.534 2.046 -0.281 0.205
H -1.289 -0.281 -1.295 0.232
H -1.509 0.657 0.181 0.227
H -1.360 -1.112 0.256 0.221
H 1.878 -1.444 1.209 -0.009
```

Properties
energy above the lowest of the compared OMol25 structures with the same formula, charge and spin	0.0000	eV
Kohn-Sham gap	8.519	eV
multiplicity	1
LUMO	-0.510	eV
molecular weight	167.070	g mol⁻¹
highest occupied orbital energy	-9.029	eV

=====

# 4
# C22H38N2

One molecule with the formula C22H38N2 (ωB97M-V with the def2-TZVPD basis set, the OMol25 dataset).

Geometry as XYZ:
```
62
Properties=species:S:1:pos:R:3:nbo_charge:R:1
C 2.993 4.762 0.099 -0.631
C 2.569 3.338 -0.116 0.027
C 1.087 3.128 -0.022 -0.642
C 3.456 2.384 -0.368 -0.198
C 3.196 0.926 -0.586 -0.427
C 3.369 0.139 0.728 -0.411
C 3.318 -1.344 0.493 0.021
C 4.516 -1.942 -0.193 -0.663
C 2.269 -2.072 0.860 -0.217
C 2.120 -3.557 0.668 -0.259
N 0.770 -4.023 0.397 -0.621
C 0.262 -3.728 -0.925 -0.217
C -0.155 -2.265 -1.149 -0.241
N -1.088 -1.883 -0.109 -0.655
C -1.462 -0.483 -0.065 -0.030
C -2.161 -0.162 1.264 -0.217
C -2.328 1.352 1.385 -0.393
C -3.195 1.862 0.234 -0.224
C -4.570 1.198 0.297 -0.402
C -4.405 -0.317 0.182 -0.210
C -3.538 -0.821 1.334 -0.409
C -3.736 -0.657 -1.149 -0.410
C -2.362 0.009 -1.216 -0.235
C -2.530 1.523 -1.099 -0.392
H 2.510 5.414 -0.628 0.209
H 2.695 5.099 1.092 0.209
H 4.070 4.873 0.004 0.213
H 0.817 2.083 -0.136 0.207
H 0.727 3.475 0.946 0.214
H 0.576 3.709 -0.790 0.214
H 4.505 2.655 -0.389 0.191
H 3.907 0.547 -1.324 0.207
H 2.193 0.750 -0.976 0.203
H 2.583 0.441 1.423 0.208
H 4.332 0.406 1.171 0.202
H 4.937 -2.749 0.405 0.222
H 4.244 -2.356 -1.164 0.219
H 5.288 -1.192 -0.346 0.212
H 1.435 -1.599 1.363 0.199
H 2.759 -3.909 -0.144 0.191
H 2.444 -4.062 1.588 0.203
H 0.130 -3.623 1.078 0.364
H -0.614 -4.369 -1.080 0.184
H 1.019 -4.008 -1.662 0.192
H -0.561 -2.165 -2.171 0.165
H 0.723 -1.617 -1.069 0.201
H -1.914 -2.469 -0.165 0.353
H -0.518 0.078 -0.102 0.192
H -1.537 -0.535 2.083 0.216
H -1.351 1.840 1.359 0.204
H -2.799 1.597 2.340 0.204
H -3.309 2.949 0.317 0.209
H -5.061 1.447 1.241 0.204
H -5.199 1.567 -0.516 0.203
H -5.391 -0.796 0.228 0.208
H -3.443 -1.908 1.291 0.201
H -4.010 -0.573 2.288 0.208
H -4.354 -0.301 -1.978 0.209
H -3.643 -1.741 -1.256 0.198
H -1.885 -0.230 -2.175 0.209
H -1.555 2.013 -1.165 0.205
H -3.145 1.892 -1.925 0.204
```

Properties
energy above the lowest of the compared OMol25 structures with the same formula, charge and spin	0.1153	eV
structure (SMILES)	CC(C)=CCC/C(C)=C/CNCCN[C@H]1[C@@H]2C[C@H]3C[C@@H](C2)C[C@@H]1C3
Kohn-Sham gap	9.167	eV
multiplicity	1
LUMO	0.788	eV
molecular weight	330.560	g mol⁻¹
highest occupied orbital energy	-8.379	eV

=====

# 5
# C5H4NO5Ti

C5H4NO5Ti as an isolated structure at a distorted geometry (ωB97M-V with the def2-TZVPD basis set, the OMol25 dataset).

Geometry as XYZ:
```
16
Properties=species:S:1:pos:R:3:nbo_charge:R:1
O 1.034 1.434 -2.906 -0.382
C 0.576 1.051 -1.918 0.598
Ti 0.073 0.151 0.027 -0.355
O -3.182 0.523 -0.703 -0.369
C -2.066 0.385 -0.445 0.637
C -0.443 -1.014 1.719 0.613
O -0.662 -1.701 2.614 -0.386
C 1.971 -0.863 0.579 0.505
O 2.809 -1.432 1.191 -0.398
C 0.090 -1.749 -0.967 0.609
O 0.138 -2.777 -1.468 -0.391
H 1.909 0.100 -0.391 0.101
N 0.302 1.964 1.221 -1.032
H 1.263 2.083 1.588 0.417
H -0.294 2.038 2.067 0.417
H 0.118 2.849 0.717 0.416
```

Properties
energy above the lowest of the compared OMol25 structures with the same formula, charge and spin	0.0000	eV
Kohn-Sham gap (alpha / beta)	7.593 / 7.689	eV
multiplicity	3
charge	+1
LUMO (alpha / beta)	-4.636 / -5.287	eV
⟨S²⟩	2.021
molecular weight	205.956	g mol⁻¹
highest occupied orbital energy (alpha / beta)	-12.229 / -12.976	eV

=====

# 6
# C4H8N4

A 2-piece molecular cluster, C4H8N4 overall at a distorted geometry (ωB97M-V with the def2-TZVPD basis set, the OMol25 dataset).

Geometry as XYZ:
```
16
Properties=species:S:1:pos:R:3:nbo_charge:R:1
C -2.219 0.285 -1.301 -0.346
C -1.411 0.457 -0.066 0.274
C -1.414 0.749 1.350 -0.697
C 2.305 -1.243 -0.735 -0.417
N 1.632 1.000 1.796 -0.168
N 2.115 0.332 1.025 0.280
N -0.659 0.157 -1.042 -0.360
N 2.638 -0.559 0.446 -0.309
H -2.799 -0.617 -1.325 0.171
H -2.643 1.004 -2.013 0.196
H -2.207 1.563 1.384 0.240
H -0.397 1.028 1.705 0.266
H -1.740 -0.054 1.916 0.243
H 1.703 -0.687 -1.326 0.221
H 3.206 -1.285 -1.347 0.204
H 1.890 -2.130 -0.468 0.204
```

Properties
energy above the lowest of the compared OMol25 structures with the same formula, charge and spin	5.2103	eV
Kohn-Sham gap	10.349	eV
multiplicity	1
LUMO	1.008	eV
molecular weight	112.136	g mol⁻¹
highest occupied orbital energy	-9.340	eV